A molecular structure, C41H35ClMnN2Si2 in a non-equilibrium geometry. Source: the Open Molecules 2025 dataset; level of theory: ωB97M-V/def2-TZVPD.

**Expectation value of S²**: 6.04
**E**: -105656.9476 eV
**Orbital gap (alpha / beta)**: 5.4 / 6.8 eV
**E_LUMO (alpha / beta)**: -3.63 / -3.87 eV

The geometry in ORCA input format:
```
! RIJCOSX wB97M-V def2-TZVPD def2/J DEFGRID3
* xyz 1 5
C 3.154 -1.472 3.383
C 2.298 -2.156 2.458
C 2.492 -1.575 1.170
H 1.697 -3.050 2.678
C 3.423 -0.503 1.308
C 3.840 -0.452 2.673
H 4.630 0.200 3.077
H 3.315 -1.744 4.441
H 2.083 -1.939 0.225
H 3.842 0.095 0.485
Mn 1.739 -0.103 2.564
Si -0.820 0.379 -0.707
C -1.728 -1.196 -0.298
C -3.118 -1.181 -0.315
H -3.643 -0.229 -0.453
C -3.815 -2.397 -0.267
H -4.894 -2.398 -0.446
C -3.133 -3.593 -0.036
H -3.675 -4.540 -0.011
C -1.746 -3.574 0.147
H -1.181 -4.499 0.336
C -1.044 -2.374 0.028
H 0.039 -2.402 0.157
C 0.833 0.188 -1.541
C 1.119 -0.934 -2.329
H 0.405 -1.753 -2.400
C 2.297 -0.974 -3.077
H 2.479 -1.837 -3.715
C 3.240 0.053 -3.003
H 4.168 0.002 -3.572
C 2.990 1.128 -2.150
H 3.707 1.946 -2.052
C 1.815 1.184 -1.400
H 1.633 2.028 -0.734
H -0.301 0.657 0.671
Si -2.094 1.159 -2.922
C -0.915 1.339 -4.344
C -1.155 0.667 -5.569
H -2.039 0.031 -5.700
C -0.295 0.833 -6.651
H -0.505 0.325 -7.593
C 0.813 1.689 -6.543
H 1.462 1.861 -7.405
C 1.056 2.367 -5.340
H 1.921 3.029 -5.244
C 0.183 2.231 -4.271
H 0.346 2.826 -3.365
C -3.263 -0.236 -3.373
C -2.698 -1.512 -3.512
H -1.642 -1.663 -3.299
C -3.492 -2.590 -3.880
H -3.049 -3.582 -3.912
C -4.835 -2.381 -4.220
H -5.446 -3.238 -4.556
C -5.403 -1.097 -4.136
H -6.443 -0.935 -4.415
C -4.626 -0.031 -3.688
H -5.060 0.962 -3.593
H -3.014 2.334 -3.028
Cl -1.801 2.341 -0.814
C 3.085 3.851 3.536
C 2.817 2.705 2.792
N 2.027 1.729 3.282
C 1.453 1.833 4.528
C 1.745 2.954 5.354
C 2.562 3.972 4.821
C 1.211 2.916 6.685
C 0.458 1.851 7.143
C 0.156 0.725 6.314
C -0.574 -0.415 6.716
C -0.749 -1.464 5.808
C -0.190 -1.405 4.526
N 0.526 -0.327 4.136
C 0.675 0.743 4.991
H 3.720 4.628 3.098
H 3.224 2.538 1.806
H 2.785 4.844 5.431
H 1.424 3.755 7.344
H 0.086 1.852 8.161
H -0.973 -0.459 7.735
H -1.311 -2.338 6.089
H -0.306 -2.197 3.785
*
```